No. 1
{"formula": "C32H32ClN6O3Pt", "method": "wB97M-V/def2-TZVPD", "species": ["Pt", "O", "C", "O", "C", "C", "C", "N", "C", "C", "C", "C", "C", "C", "C", "N", "C", "C", "C", "C", "C", "N", "H", "H", "H", "H", "H", "H", "H", "H", "H", "H", "C", "C", "C", "C", "C", "O", "C", "C", "C", "C", "C", "C", "Cl", "C", "C", "C", "N", "C", "N", "C", "N", "H", "H", "H", "H", "H", "H", "H", "H", "H", "H", "H", "H", "H", "H", "H", "H", "H", "H", "H", "H", "H", "H"], "positions_angstrom": [[-0.389967, -0.695455, -2.340144], [-2.301869, 2.051759, -8.063882], [-2.314516, 0.853640, -7.972084], [-2.701001, -0.136562, -8.533094], [-1.537765, 0.408324, -6.569911], [-1.520211, -0.934752, -6.225503], [-0.970832, -1.275336, -4.998542], [-0.430533, -0.305652, -4.206445], [-0.491108, 1.019932, -4.530207], [-1.031390, 1.402809, -5.750048], [-0.041549, 1.879894, -3.460901], [0.300708, 3.224803, -3.619918], [0.722510, 3.955986, -2.533956], [0.826859, 3.318785, -1.291668], [0.494387, 1.988451, -1.193754], [0.053670, 1.268645, -2.230903], [-0.960185, -2.575827, -4.367993], [-1.078972, -3.786895, -5.053296], [-0.986468, -4.974541, -4.365263], [-0.776328, -4.934927, -2.983243], [-0.678858, -3.714428, -2.355353], [-0.765581, -2.550652, -3.006532], [-1.974371, -1.668254, -6.870425], [-1.114751, 2.438712, -6.033490], [0.242253, 3.664327, -4.600178], [0.975759, 4.997898, -2.632489], [1.166168, 3.851379, -0.417959], [0.576811, 1.474585, -0.243723], [-1.213532, -3.769697, -6.120940], [-1.063746, -5.920256, -4.875684], [-0.683553, -5.843008, -2.410296], [-0.529756, -3.655418, -1.285265], [-0.052079, 1.704502, 5.238317], [-0.745602, 1.000593, 4.055316], [-0.101428, 1.552808, 2.775944], [-2.231892, 1.391299, 4.052012], [-0.639591, -0.559481, 4.237762], [-1.435734, -0.911162, 5.366933], [0.769516, -1.128201, 4.566015], [1.805384, -1.459486, 3.482710], [2.583891, -0.317198, 2.888255], [3.294433, 0.558716, 3.704292], [4.058146, 1.577410, 3.168417], [4.133974, 1.721903, 1.789719], [5.087612, 2.986249, 1.106844], [3.452025, 0.849578, 0.953835], [2.684948, -0.158931, 1.507828], [-1.362378, -1.428544, 3.159616], [-1.280014, -1.066376, 1.775467], [-0.496526, -1.540894, 0.802301], [-0.784667, -0.918385, -0.336392], [-1.800738, -0.077313, 0.002983], [-2.109908, -0.164303, 1.263066], [-0.320101, 2.758908, 5.230345], [1.030463, 1.643365, 5.148155], [-0.349775, 1.310411, 6.208662], [0.212412, 2.577705, 2.956367], [-0.813316, 1.578050, 1.958185], [0.775198, 0.987359, 2.484741], [-2.326775, 2.473131, 4.083382], [-2.749334, 0.975604, 4.911527], [-2.719514, 1.038064, 3.148834], [-1.076541, -0.481774, 6.151130], [0.551869, -2.072378, 5.076668], [1.232340, -0.473492, 5.301666], [1.343612, -2.039703, 2.686425], [2.537305, -2.115033, 3.966739], [3.269984, 0.429613, 4.776157], [4.600085, 2.250402, 3.814132], [3.529464, 0.955061, -0.117267], [2.168429, -0.840542, 0.844927], [-2.418906, -1.407294, 3.439074], [-1.009817, -2.454875, 3.278173], [0.210438, -2.337488, 0.921024], [-2.309176, 0.573854, -0.687196]], "forces_ev_per_angstrom": [[0.5, -0.5, 1.1], [-0.4, 2.0, -0.8], [1.5, -0.8, 2.5], [-1.0, -1.3, -1.5], [-0.6, 0.3, -1.2], [0.6, 0.0, 1.1], [0.2, 1.5, -0.5], [-0.9, 0.5, -1.4], [-0.3, -1.2, -1.1], [0.5, -0.6, 1.0], [0.6, 0.7, 1.3], [-0.3, -0.8, -0.2], [0.1, -0.3, 0.8], [0.0, 0.5, -0.6], [-0.1, -0.3, 0.3], [0.2, 1.0, -0.8], [0.2, -1.3, 0.8], [0.0, 0.8, 0.1], [0.1, 0.0, 0.8], [-0.1, -0.1, -0.6], [0.0, 0.1, 0.3], [-0.1, -0.7, -1.1], [-0.1, 0.0, -0.3], [-0.1, 0.1, -0.3], [-0.1, 0.1, -0.2], [0.1, 0.1, -0.1], [0.0, 0.0, 0.1], [0.0, -0.1, 0.0], [0.0, 0.0, -0.2], [0.0, -0.1, -0.1], [0.0, 0.0, 0.1], [0.0, 0.0, 0.0], [-0.1, -0.2, -0.2], [-0.2, 0.0, 0.1], [-0.1, -0.1, 0.1], [0.1, -0.1, 0.1], [0.3, 0.2, -0.1], [-0.2, -0.2, 0.2], [-0.1, 0.0, -0.2], [0.0, 0.2, 0.2], [0.2, -0.1, -0.2], [-0.1, -0.2, -0.1], [0.0, 0.1, -0.1], [-0.2, -0.1, 0.1], [0.1, 0.1, -0.1], [0.1, 0.2, 0.1], [0.1, -0.1, 0.3], [-0.2, -0.1, 1.3], [0.6, -0.2, -1.2], [0.1, 0.0, -0.1], [-0.2, 0.2, 0.2], [-0.2, -0.1, 0.6], [-0.9, 0.6, -0.1], [0.0, 0.0, 0.0], [0.1, 0.0, 0.1], [0.0, 0.0, 0.1], [0.1, 0.1, 0.0], [0.0, 0.0, -0.1], [0.1, 0.1, -0.1], [0.0, 0.2, 0.0], [-0.1, 0.1, 0.1], [-0.1, 0.0, 0.0], [0.0, -0.1, 0.0], [0.0, 0.1, 0.0], [0.0, 0.0, 0.1], [0.1, -0.1, 0.0], [-0.1, -0.1, -0.1], [0.0, 0.0, 0.1], [0.1, 0.1, 0.0], [0.1, 0.0, -0.1], [0.0, -0.1, 0.0], [0.1, 0.0, -0.2], [0.0, 0.0, -0.1], [0.2, 0.0, 0.1], [0.0, 0.0, 0.0]], "orbital_gap_ev": 5.704, "energy_ev": -64550.574, "fmax_ev_per_a": 3.00, "e_homo_ev": -10.0909, "total_charge": 1}

---

No. 2
{"formula": "C46H54N8O5Ti", "method": "wB97M-V/def2-TZVPD", "species": ["Ti", "C", "C", "C", "C", "C", "N", "C", "C", "C", "N", "C", "C", "C", "C", "C", "C", "C", "C", "N", "C", "C", "C", "N", "C", "C", "C", "C", "O", "C", "O", "H", "H", "H", "H", "H", "H", "H", "H", "H", "H", "H", "H", "H", "H", "H", "H", "H", "H", "H", "H", "H", "H", "H", "H", "H", "H", "H", "H", "N", "C", "C", "C", "C", "C", "C", "H", "H", "H", "H", "H", "C", "N", "N", "C", "O", "C", "C", "C", "C", "C", "C", "C", "C", "C", "H", "H", "H", "H", "H", "H", "H", "H", "H", "H", "H", "H", "O", "C", "O", "C", "N", "C", "C", "C", "H", "H", "H", "H", "H", "H", "H", "H", "H"], "positions_angstrom": [[-0.100181, 0.028581, 0.146723], [-2.041737, 6.666176, 2.419457], [-1.798732, 5.222494, 2.073580], [-2.673442, 4.218516, 2.483609], [-2.493598, 2.869037, 2.187526], [-3.429805, 1.912463, 2.794326], [-3.341251, 0.646926, 2.752776], [-4.332014, -0.097287, 3.520600], [-5.253968, -0.932898, 2.641469], [-4.548682, -1.924393, 1.721927], [-3.921596, -1.278663, 0.563236], [-4.602912, -0.734168, -0.389122], [-4.075811, 0.020383, -1.471894], [-4.975059, 0.618286, -2.375896], [-4.549814, 1.422809, -3.408217], [-5.502697, 2.073469, -4.372545], [-3.168737, 1.618875, -3.526436], [-2.241990, 1.062159, -2.660988], [-0.821535, 1.263469, -2.897201], [0.118153, 0.928425, -2.105894], [1.476840, 1.159450, -2.647596], [2.549541, 0.845618, -1.632968], [2.510083, 1.786035, -0.444509], [1.149595, 1.913885, 0.099129], [0.784242, 3.101843, 0.409159], [-0.454355, 3.487904, 1.039786], [-0.675354, 4.828103, 1.368114], [-1.384384, 2.507176, 1.403128], [-1.188502, 1.268609, 1.022569], [-2.675448, 0.225269, -1.605430], [-1.857270, -0.366341, -0.809402], [-3.015629, 6.801443, 2.886474], [-2.007935, 7.294294, 1.529086], [-1.287431, 7.039837, 3.113165], [-3.537336, 4.497325, 3.078744], [-4.231819, 2.391523, 3.371903], [-1.612543, -0.538305, 2.008049], [-4.941592, 0.566325, 4.145855], [-3.792658, -0.768725, 4.195506], [-5.893901, -0.277770, 2.042961], [-5.922383, -1.500440, 3.292055], [-5.258565, -2.664319, 1.350589], [-3.756230, -2.459765, 2.246033], [-2.900328, -1.170071, 0.541499], [-5.683797, -0.844289, -0.329497], [-6.037175, 0.439218, -2.242657], [-6.530963, 1.778002, -4.171383], [-5.272325, 1.797917, -5.402228], [-5.449357, 3.160722, -4.304509], [-2.798595, 2.236952, -4.339811], [-0.569093, 1.729551, -3.855670], [1.554433, 2.197886, -2.986994], [1.605915, 0.514774, -3.519567], [3.526752, 0.941456, -2.111000], [2.466198, -0.190264, -1.309186], [2.876933, 2.776419, -0.730121], [3.158378, 1.406360, 0.347488], [1.482670, 3.921797, 0.224111], [0.060495, 5.567346, 1.067610], [-0.964829, -1.174388, 1.536089], [-0.439905, -2.060911, 2.452392], [0.446860, -3.083868, 2.081287], [0.972600, -3.947853, 3.032695], [0.636373, -3.827430, 4.377778], [-0.263010, -2.831908, 4.756928], [-0.787458, -1.959489, 3.816017], [0.732677, -3.188651, 1.043658], [1.650167, -4.731234, 2.714295], [1.036600, -4.516181, 5.109339], [-0.554241, -2.733764, 5.795535], [-1.467406, -1.172840, 4.123920], [-0.011900, -4.938918, -4.156703], [-0.400681, -4.087390, -3.044051], [0.362142, -3.007801, -2.675007], [-0.076380, -2.543575, -1.473670], [0.498587, -1.548701, -0.925408], [-1.145504, -3.369824, -1.082329], [-1.298043, -4.319723, -2.069530], [-2.248023, -5.464939, -2.128944], [1.347033, -2.419429, -3.525851], [2.654075, -2.333684, -3.071368], [3.609228, -1.755409, -3.895746], [3.257227, -1.286499, -5.154539], [1.941600, -1.373707, -5.592003], [0.972978, -1.931869, -4.770550], [1.053638, -5.155211, -4.100867], [-0.240146, -4.470723, -5.111384], [-0.566771, -5.867895, -4.071751], [-1.710263, -3.271752, -0.172953], [-2.922727, -5.417761, -1.277983], [-1.721075, -6.419144, -2.085101], [-2.843024, -5.445581, -3.041974], [2.908631, -2.691465, -2.081420], [4.633754, -1.683694, -3.555844], [4.009870, -0.852741, -5.799139], [1.668034, -1.004240, -6.571141], [-0.060574, -1.986970, -5.090036], [3.134696, -1.723508, 0.236086], [2.607082, -1.198834, 1.192393], [1.586850, -0.395168, 1.207095], [3.232193, -1.442191, 2.565662], [2.282170, -1.046853, 3.666417], [3.035986, -0.225625, 4.685028], [4.496909, -0.502843, 4.362572], [4.489155, -0.618889, 2.840342], [3.427120, -2.507777, 2.665598], [1.847210, -1.882497, 4.078487], [1.521265, -0.520619, 3.223227], [2.714403, -0.509550, 5.683293], [2.777558, 0.817560, 4.512246], [4.811952, -1.445067, 4.814982], [5.147932, 0.283764, 4.736892], [5.371350, -1.104017, 2.431838], [4.401940, 0.369569, 2.381137]], "forces_ev_per_angstrom": [[-0.1, -0.2, -0.2], [0.0, 0.0, 0.0], [0.0, 0.0, 0.0], [0.0, 0.0, 0.0], [0.0, 0.1, 0.0], [0.1, -0.1, 0.0], [-0.1, 0.0, 0.1], [0.0, 0.0, 0.0], [0.0, 0.0, 0.0], [0.1, 0.0, -0.1], [0.0, 0.0, 0.0], [-0.1, 0.0, 0.0], [0.1, 0.0, 0.0], [0.0, 0.0, 0.0], [0.0, 0.0, 0.0], [0.0, 0.0, 0.0], [0.1, 0.0, 0.0], [0.0, 0.0, 0.0], [-0.1, 0.0, 0.1], [0.0, 0.0, 0.0], [-0.1, 0.0, 0.0], [0.1, 0.0, 0.0], [0.0, 0.0, 0.0], [0.0, 0.0, 0.0], [0.0, 0.0, 0.0], [0.0, 0.1, 0.0], [0.0, 0.0, 0.0], [0.0, 0.0, 0.0], [0.0, 0.2, 0.0], [0.0, 0.1, -0.1], [0.0, -0.2, 0.0], [0.0, 0.0, 0.0], [0.0, 0.0, 0.0], [0.0, 0.0, 0.0], [0.0, 0.0, 0.0], [0.0, 0.0, 0.0], [0.0, -0.1, 0.0], [0.0, 0.0, 0.0], [0.0, 0.0, 0.0], [0.0, 0.0, 0.0], [0.0, 0.0, 0.0], [0.0, 0.0, 0.0], [0.0, 0.0, 0.0], [0.0, 0.0, 0.0], [0.0, 0.0, 0.0], [0.0, 0.0, 0.0], [0.0, 0.0, 0.0], [0.0, 0.0, 0.0], [0.0, 0.0, 0.0], [0.0, 0.0, 0.0], [0.0, 0.0, 0.0], [0.0, 0.0, 0.0], [0.0, 0.0, 0.0], [0.0, 0.0, 0.0], [0.0, 0.0, 0.0], [0.0, 0.0, 0.0], [0.0, 0.0, 0.0], [0.0, 0.0, 0.0], [0.0, 0.0, 0.0], [0.0, 0.1, 0.1], [-0.1, 0.0, 0.0], [0.0, 0.0, 0.1], [0.0, 0.0, -0.1], [0.0, 0.0, 0.0], [0.0, 0.0, 0.0], [0.1, -0.1, 0.0], [0.0, 0.0, 0.0], [0.0, 0.0, 0.0], [0.0, 0.0, 0.0], [0.0, 0.0, 0.0], [0.0, 0.0, 0.0], [0.0, 0.0, 0.0], [0.0, 0.0, -0.1], [0.0, 0.0, 0.0], [0.1, 0.0, -0.1], [-0.1, 0.1, 0.2], [0.0, 0.0, 0.0], [0.0, 0.0, 0.0], [0.0, 0.0, 0.0], [0.0, 0.0, 0.1], [0.0, 0.0, 0.0], [0.0, 0.0, 0.0], [0.0, 0.0, 0.0], [0.0, 0.0, 0.0], [0.0, 0.0, 0.0], [0.0, 0.0, 0.0], [0.0, 0.0, 0.0], [0.0, 0.0, 0.0], [0.0, 0.0, 0.0], [0.0, 0.0, 0.0], [0.0, 0.0, 0.0], [0.0, 0.0, 0.0], [0.0, 0.0, 0.0], [0.0, 0.0, 0.0], [0.0, 0.0, 0.0], [0.0, 0.0, 0.0], [0.0, 0.0, 0.0], [0.0, 0.0, 0.0], [-0.1, -0.1, 0.0], [0.1, 0.0, 0.0], [-0.1, 0.0, 0.1], [0.0, 0.0, 0.0], [-0.1, 0.0, 0.0], [0.0, 0.0, 0.0], [0.0, 0.0, 0.0], [0.0, 0.0, 0.0], [0.0, 0.0, 0.0], [0.0, 0.0, 0.0], [0.0, 0.0, 0.0], [0.0, 0.0, 0.0], [0.0, 0.0, 0.0], [0.0, 0.0, 0.0], [0.0, 0.0, 0.0], [0.0, 0.0, 0.0]], "orbital_gap_ev": 7.162, "energy_ev": -93845.750, "e_above_lowest_ev": 0.0000, "fmax_ev_per_a": 0.26, "e_homo_ev": -12.0910, "total_charge": 2}